{
  "formula": "C10H16",
  "method": "the ωB97M-V functional and the def2-TZVPD basis",
  "symbols": ["C", "C", "H", "H", "C", "H", "H", "H", "H", "H", "H", "C", "C", "C", "C", "C", "H", "H", "H", "H", "H", "H", "C", "H", "H", "C"],
  "coordinates": [[0.260546, 0.899094, 2.522620], [-0.547650, 0.822528, 1.387396], [-0.745485, 0.791217, 4.464005], [-0.709529, 1.251155, -0.700863], [-0.108923, 0.209304, 3.794975], [0.391726, -0.523984, -2.366874], [0.774476, -0.070298, 4.380639], [0.462244, -1.784396, -3.562339], [-1.503685, 0.313593, 1.361267], [-1.911450, -1.523296, -4.134634], [-1.353276, 0.110098, -3.825242], [1.528059, 1.447823, 2.350045], [-1.511272, -0.860689, -3.369546], [-0.180821, -1.351220, -2.796296], [-0.135936, 1.416039, 0.207431], [1.949616, 2.074313, 1.181777], [-0.193451, -1.776771, -0.692329], [1.274747, 2.787749, -0.712861], [3.022786, 2.185824, 1.053645], [2.169624, 1.457264, 3.225293], [-1.248166, -2.866843, -1.589973], [-0.587469, -0.759631, 3.628836], [1.058801, 2.112695, 0.105318], [-2.265952, -0.833740, -2.584562], [0.405219, -3.180898, -1.717842], [-0.294780, -2.346930, -1.609885]],
  "atomic_forces_ev_per_a": [[0.003, -0.426, -0.691], [0.119, 0.113, -0.100], [-0.086, 0.100, -0.175], [-0.266, 0.376, 0.181], [0.198, -0.593, 0.759], [-0.105, 0.225, -0.387], [0.052, 0.352, -0.124], [-0.137, 0.057, -0.195], [0.059, -0.151, 0.346], [0.110, -0.157, -0.075], [-0.329, 0.259, -0.023], [-0.013, 0.478, 0.676], [0.395, -0.342, 0.150], [0.321, -0.433, 0.720], [-0.066, 0.165, -0.628], [-0.325, -1.357, -0.055], [0.195, -0.382, 0.325], [0.121, -0.612, -0.503], [-0.211, 1.018, 0.039], [0.247, -0.205, -0.160], [-0.429, 0.173, -0.024], [-0.274, 0.233, -0.245], [0.427, 0.471, 0.642], [-0.035, 0.398, 0.048], [0.364, 0.440, 0.412], [-0.335, -0.201, -0.910]],
  "mulliken_charge": [0.72, -0.42, 0.28, 0.47, -1.33, 0.19, 0.35, 0.37, 0.36, 0.39, 0.31, -0.33, -1.27, -0.15, -0.34, -0.58, 0.18, 0.39, 0.33, 0.29, 0.32, 0.33, -0.54, 0.34, 0.30, -0.96],
  "spin_multiplicity": 1,
  "smiles": "Cc1ccccc1.CCC",
  "max_force_ev_per_a": 1.4,
  "homo_ev": -9.0,
  "molar_mass_da": 136.24,
  "charge": 0
}